[1]
{"formula": "C4H8N2O", "method": "wB97M-V/def2-TZVPD", "homo_energy_ev": -9.623, "e_lumo_ha": 0.005, "relative_energy_kcal_mol": 74.4, "e_tot_ev": -9303.16836, "orbital_gap_ev": 9.760, "symbols": ["C", "C", "C", "O", "N", "H", "H", "H", "C", "N", "H", "H", "H", "H", "H"], "positions_angstrom": [[-1.465485, 1.281104, -0.112886], [-0.225488, 0.683063, 0.477089], [-1.222788, -1.610468, 0.518761], [0.287792, 0.950654, 1.517475], [-2.000306, -2.384532, 0.903340], [-2.231804, 1.306053, 0.658811], [-1.840220, 0.717862, -0.964523], [-1.236739, 2.309940, -0.412451], [1.925330, -0.579057, -0.062357], [0.632857, -0.088564, -0.593314], [0.763261, 0.490135, -1.424308], [-0.049708, -0.963891, -0.715761], [2.437996, -1.129505, -0.849385], [1.702570, -1.241465, 0.771978], [2.522731, 0.258671, 0.287530]], "forces_ev_per_angstrom": [[-0.0667, -0.1670, 0.0632], [0.7278, 0.5298, 0.0455], [-0.2903, -0.5975, -0.1629], [-0.2871, -0.4034, -0.7595], [0.2230, 0.2938, -0.0527], [0.0395, -0.0102, -0.0245], [0.0506, -0.0324, 0.0536], [0.0479, -0.0807, 0.0361], [-0.1610, 0.0239, 0.0524], [-0.6531, -0.7083, 0.1355], [-0.1140, -0.0906, 0.0657], [0.5189, 1.1956, 0.5555], [-0.0115, 0.0659, 0.0441], [-0.0156, 0.0227, -0.0370], [-0.0083, -0.0416, -0.0148]], "mulliken_charge": [-1.097, 0.574, -0.197, -0.464, -0.533, 0.344, 0.350, 0.365, -0.834, -0.234, 0.352, 0.374, 0.358, 0.308, 0.333]}

[2]
{"formula": "C4H8N2O", "method": "wB97M-V/def2-TZVPD", "homo_energy_ev": -8.914, "e_lumo_ha": 0.031, "relative_energy_kcal_mol": 87.0, "e_tot_ev": -9302.62219, "orbital_gap_ev": 9.748, "symbols": ["C", "C", "C", "N", "C", "O", "N", "H", "H", "H", "H", "H", "H", "H", "H"], "positions_angstrom": [[-0.011296, -1.562343, 0.712128], [-1.781304, 0.494847, -1.172636], [-1.790760, 1.738150, -2.120207], [-0.881458, 1.411917, -1.081587], [1.221407, -0.699630, 0.557567], [1.467024, -0.048431, -0.450254], [2.057365, -0.660480, 1.628023], [-0.854447, -0.933510, 1.016408], [-0.278977, -1.985846, -0.257027], [0.131628, -2.362559, 1.444762], [-1.473246, 1.605661, -3.154164], [-2.473900, 2.562072, -1.928559], [0.057853, 1.531041, -0.722588], [1.848634, -1.125232, 2.495485], [2.870846, -0.066801, 1.569408]], "forces_ev_per_angstrom": [[-0.0036, -0.0581, -0.0499], [0.3252, 0.5353, -0.0088], [-0.2187, 0.2916, -0.2556], [-0.2254, -0.5782, 0.1070], [0.0478, 0.0924, -0.0677], [-0.0724, -0.1416, 0.2968], [0.0699, 0.0118, 0.0857], [0.1491, -0.0919, -0.0275], [0.0684, 0.0826, 0.1300], [-0.0119, 0.1443, -0.0884], [-0.0709, -0.0315, 0.1808], [0.0508, -0.0982, -0.0722], [0.0001, -0.1052, -0.1011], [0.0201, 0.0204, -0.1639], [-0.1284, -0.0738, 0.0348]], "mulliken_charge": [-0.989, -0.441, -0.311, 0.011, 0.711, -0.696, -0.387, 0.285, 0.311, 0.359, 0.217, 0.223, 0.287, 0.180, 0.237]}

[3]
{"formula": "C4H8N2O", "method": "wB97M-V/def2-TZVPD", "homo_energy_ev": -10.181, "e_lumo_ha": 0.030, "relative_energy_kcal_mol": 43.8, "e_tot_ev": -9304.49319, "orbital_gap_ev": 11.009, "symbols": ["C", "N", "C", "C", "N", "C", "O", "H", "H", "H", "H", "H", "H", "H", "H"], "positions_angstrom": [[1.253989, -1.424621, 0.566025], [-0.024319, -0.910556, 0.059385], [0.002473, 0.518726, -0.229034], [0.576066, 1.232186, 0.938345], [1.091807, 1.609999, 1.899935], [-1.410841, 0.958452, -0.638202], [-1.841782, 0.168481, -1.714464], [1.279676, -1.422667, 1.663906], [1.411018, -2.436174, 0.191507], [2.086770, -0.797004, 0.203688], [-0.754265, -1.051677, 0.754249], [0.650816, 0.656415, -1.101201], [-1.415413, 2.002243, -0.963261], [-2.084567, 0.876147, 0.231328], [-1.464778, -0.711646, -1.551831]], "forces_ev_per_angstrom": [[0.1979, -0.0531, -0.0650], [-0.2185, 0.1438, 0.0655], [0.0167, -0.0504, -0.1047], [0.1976, 0.3746, 0.4284], [-0.4398, -0.0943, -0.6657], [0.1222, 0.2830, 0.3002], [0.0994, -0.2134, 0.0174], [0.1533, 0.0038, -0.2474], [0.0140, -0.0027, 0.1249], [-0.3700, -0.2818, 0.1375], [0.1379, -0.1778, -0.0305], [0.0845, 0.1678, 0.1919], [0.0662, -0.0987, 0.0927], [0.0848, -0.0393, -0.1121], [-0.1461, 0.0384, -0.1330]], "mulliken_charge": [-0.909, -0.429, 0.303, 0.255, -0.457, -0.728, -0.522, 0.304, 0.307, 0.315, 0.263, 0.214, 0.352, 0.326, 0.407]}

[4]
{"formula": "C4H8N2O", "method": "wB97M-V/def2-TZVPD", "homo_energy_ev": -10.134, "e_lumo_ha": 0.029, "relative_energy_kcal_mol": 36.6, "e_tot_ev": -9304.80561, "orbital_gap_ev": 10.935, "symbols": ["N", "C", "C", "N", "C", "C", "O", "H", "H", "H", "H", "H", "H", "H", "H"], "positions_angstrom": [[-1.068261, 2.490442, 0.021397], [-1.008758, 1.348390, 0.191128], [-0.874940, -0.112124, 0.356804], [-2.174037, -0.704536, 0.014668], [0.271833, -0.587540, -0.563447], [1.565349, 0.209030, -0.421840], [2.038294, 0.069604, 0.906424], [-0.578223, -0.297252, 1.399627], [-2.154797, -1.712091, 0.145464], [-2.875524, -0.350870, 0.662905], [-0.059458, -0.526536, -1.605891], [0.504142, -1.636082, -0.341893], [1.398281, 1.267189, -0.672013], [2.291693, -0.189441, -1.147447], [2.724409, 0.731823, 1.054111]], "forces_ev_per_angstrom": [[0.0123, -1.0346, 0.2159], [-0.0059, 1.0441, -0.1076], [0.2382, 0.1386, 0.0289], [0.0336, -0.1462, 0.1444], [-0.0026, -0.0680, -0.0590], [-0.2155, -0.0043, -0.3770], [0.1636, 0.1512, 0.1355], [0.0223, 0.1171, -0.1628], [0.1527, 0.0930, -0.0420], [0.0856, -0.0500, -0.2051], [-0.0386, -0.0176, 0.1462], [-0.1804, 0.0948, 0.0065], [-0.0410, -0.1946, 0.0751], [-0.0953, 0.0428, 0.1641], [-0.1291, -0.1663, 0.0368]], "mulliken_charge": [-0.485, 0.103, 0.583, -0.702, -0.859, -0.486, -0.510, 0.176, 0.242, 0.268, 0.306, 0.371, 0.392, 0.299, 0.304]}

[5]
{"formula": "C4H8N2O", "method": "wB97M-V/def2-TZVPD", "homo_energy_ev": [-8.720, -7.872], "e_lumo_ha": [-0.012, -0.006], "relative_energy_kcal_mol": 150.9, "e_tot_ev": -9299.84814, "orbital_gap_ev": [8.383, 7.717], "symbols": ["C", "N", "C", "C", "C", "O", "N", "H", "H", "H", "H", "H", "H", "H", "H"], "positions_angstrom": [[-1.524270, 0.878283, -0.932325], [-1.075499, 0.628938, 0.419818], [1.360988, 0.039532, 0.047000], [0.600892, -1.002126, 0.535050], [0.366768, -2.184646, 1.017898], [2.016112, -0.161330, -1.138532], [1.223328, 1.274474, 0.470467], [2.372152, 0.702760, -1.392325], [-1.720674, 1.131922, 1.044280], [0.806783, 1.300822, 1.392976], [-0.834234, 0.419306, -1.643562], [-1.620743, 1.948348, -1.164147], [-2.521675, 0.440307, -1.096345], [-0.625957, -2.623071, 1.020028], [1.176028, -2.793518, 1.419718]], "forces_ev_per_angstrom": [[-0.1118, -0.1617, -0.0207], [-1.1534, 0.6872, 0.0273], [0.0193, 2.1375, -0.1465], [0.2231, -1.2512, -0.0610], [0.0031, 0.0366, 0.0450], [-0.0916, -0.1901, 0.2233], [1.2415, -0.9661, -0.2609], [-0.0515, -0.0220, 0.1013], [-0.1391, -0.2192, -0.0522], [-0.0958, -0.1158, -0.1149], [0.0065, 0.0482, 0.0326], [0.0780, -0.1119, 0.1383], [0.1072, 0.0073, 0.0053], [0.0088, 0.0457, 0.0176], [-0.0443, 0.0756, 0.0655]], "mulliken_charge": [-0.737, -0.404, 0.300, 0.494, -0.703, -0.492, -0.682, 0.364, 0.200, 0.282, 0.287, 0.298, 0.301, 0.245, 0.247]}

[6]
{"formula": "C4H8N2O", "method": "wB97M-V/def2-TZVPD", "homo_energy_ev": [-7.936, -7.936], "e_lumo_ha": [0.020, 0.020], "relative_energy_kcal_mol": 116.3, "e_tot_ev": -9301.34875, "orbital_gap_ev": [8.472, 8.473], "symbols": ["C", "C", "N", "O", "H", "H", "H", "H", "H", "C", "N", "C", "H", "H", "H"], "positions_angstrom": [[1.039824, 0.688350, 0.879755], [1.111916, -0.455324, 0.118811], [1.618406, -0.486561, -1.175544], [0.449403, -1.522036, 0.493806], [0.847418, 0.592889, 1.939215], [1.476196, 1.619462, 0.532537], [1.755371, -1.426962, -1.519566], [2.407504, 0.119927, -1.346247], [-0.601959, -1.188264, 0.611687], [-1.706783, -0.174604, 0.628773], [-1.067016, 0.986010, 0.636770], [-1.599488, 0.505072, -0.665688], [-2.455983, -0.503589, 1.343121], [-0.890574, 0.109696, -1.391209], [-2.384240, 1.135940, -1.086217]], "forces_ev_per_angstrom": [[0.1278, -0.0987, -0.0077], [-0.1041, 0.2485, 0.0658], [0.1337, -0.0618, 0.0346], [-0.1179, 0.1199, 0.0046], [-0.0158, 0.0026, -0.1778], [-0.0508, -0.1586, 0.0245], [-0.0151, 0.1102, 0.0190], [-0.1052, -0.0643, 0.0118], [0.2366, -0.0946, -0.0032], [-0.1410, 0.4217, 0.1328], [-0.1124, -0.3966, 0.1024], [0.0270, 0.0354, -0.3608], [0.1268, 0.0071, -0.0777], [-0.1054, 0.0529, 0.1323], [0.1159, -0.1236, 0.0994]], "mulliken_charge": [-0.451, 0.258, -0.430, -0.561, 0.272, 0.271, 0.242, 0.213, 0.284, -0.261, -0.335, -0.289, 0.351, 0.187, 0.250]}

[7]
{"formula": "C4H8N2O", "method": "wB97M-V/def2-TZVPD", "homo_energy_ev": -6.977, "e_lumo_ha": 0.026, "relative_energy_kcal_mol": 176.9, "e_tot_ev": -9298.72078, "orbital_gap_ev": 7.675, "symbols": ["C", "C", "C", "C", "N", "N", "O", "H", "H", "H", "H", "H", "H", "H", "H"], "positions_angstrom": [[2.449994, -0.739630, 0.299339], [1.249442, -0.237817, 0.233285], [-0.054041, -0.015908, 0.277638], [-0.971922, -0.749662, 1.220462], [-0.552116, 0.909282, -0.625883], [-1.756155, 0.677754, -1.179874], [0.720718, 1.250607, -1.626393], [3.323414, -0.118305, 0.140170], [2.603601, -1.789166, 0.526492], [-0.417936, -1.068407, 2.106971], [-1.385753, -1.647721, 0.750383], [-1.812830, -0.118383, 1.522896], [-2.535774, 0.321231, -0.634481], [-1.960893, 1.352586, -1.908634], [1.100251, 1.973539, -1.102372]], "forces_ev_per_angstrom": [[0.1822, 0.0655, 0.0424], [-0.3030, -0.5700, 0.6540], [0.9180, -0.6933, 0.1431], [-0.2442, 0.8475, 0.3052], [2.6858, 1.9482, 1.2994], [-1.2346, -0.6669, -3.2287], [-2.6046, -1.0350, 0.1817], [0.2199, 0.1631, 0.9386], [0.1027, -0.3038, -1.0720], [-0.0834, 0.1191, -0.1494], [0.1785, 0.1366, -0.1438], [-0.0154, -0.0618, 0.2404], [0.8579, 0.0805, 0.0348], [-0.3015, 0.0642, 0.7182], [-0.3582, -0.0938, 0.0361]], "mulliken_charge": [-0.963, 0.335, 0.749, -1.478, 0.264, -0.682, -0.520, 0.218, 0.240, 0.361, 0.291, 0.408, 0.224, 0.211, 0.343]}

[8]
{"formula": "C4H8N2O", "method": "wB97M-V/def2-TZVPD", "homo_energy_ev": -9.381, "e_lumo_ha": -0.017, "relative_energy_kcal_mol": 52.1, "e_tot_ev": -9304.13484, "orbital_gap_ev": 8.915, "symbols": ["C", "C", "O", "C", "N", "H", "H", "H", "C", "N", "H", "H", "H", "H", "H"], "positions_angstrom": [[1.296321, -1.331540, -0.957253], [1.071730, -0.610741, 0.347004], [0.388641, -1.018935, 1.258345], [1.827210, 0.625930, 0.436994], [2.440873, 1.591990, 0.495881], [2.267015, -1.827129, -0.906415], [1.321335, -0.639307, -1.796667], [0.527257, -2.086990, -1.102201], [-2.011108, 0.592158, 0.676709], [-1.175710, 1.183496, -0.344684], [-2.374831, 1.381957, 1.331504], [-1.490990, -0.158864, 1.293631], [-2.862204, 0.111099, 0.195767], [-0.821463, 0.483887, -0.985030], [-0.404077, 1.702989, 0.056414]], "forces_ev_per_angstrom": [[-0.2276, -0.1622, 0.1233], [-0.6244, -1.1992, -0.0712], [0.7537, 0.2138, -0.3939], [0.2863, 0.6050, 0.5022], [0.1490, 0.2105, -0.0507], [0.0763, 0.0147, -0.0067], [0.0174, 0.0561, -0.0100], [-0.0096, 0.0093, 0.0348], [-0.0526, -0.2835, 0.2666], [0.2280, 0.1764, -0.2335], [-0.1184, -0.0300, 0.0126], [-0.3087, 0.2198, -0.0768], [-0.0995, 0.0423, 0.0950], [0.0073, 0.1565, -0.0339], [-0.0772, -0.0294, -0.1577]], "mulliken_charge": [-1.104, 0.526, -0.526, 0.331, -0.351, 0.382, 0.353, 0.294, -0.646, -0.584, 0.292, 0.236, 0.276, 0.258, 0.263]}